Record 1
Formula: C24H42Cl3N4O3SSiSr
Source: OMol25
Level of theory: ωB97M-V/def2-TZVPD

The geometry in ORCA input format:
```
! RIJCOSX wB97M-V def2-TZVPD def2/J DEFGRID3
* xyz -1 1
C -3.679 -0.754 -2.638
C -2.541 -0.055 -3.305
H -4.613 -0.664 -3.197
H -3.825 -0.359 -1.630
H -3.441 -1.823 -2.525
C -2.638 0.756 -4.371
C -3.890 1.104 -5.116
H -1.720 1.160 -4.809
H -4.784 0.839 -4.547
H -3.930 0.585 -6.088
H -3.932 2.182 -5.331
Sr -0.341 -0.204 0.734
Cl 0.269 -2.720 -0.399
Cl -2.571 0.749 1.953
C 2.476 -0.282 -1.036
O 2.035 0.401 -0.069
N 3.479 0.105 -1.810
C 4.123 1.396 -1.579
C 4.037 -0.766 -2.835
H 2.008 -1.259 -1.271
H 3.621 1.904 -0.751
H 4.054 2.010 -2.484
H 5.181 1.243 -1.339
H 3.369 -1.625 -2.957
H 5.034 -1.118 -2.538
H 4.105 -0.230 -3.784
H -3.074 2.047 -1.234
H -1.522 3.300 -3.121
C -2.786 2.874 -0.570
C -1.482 4.042 -2.304
N -1.511 3.415 -0.989
H -2.724 2.490 0.454
C -0.353 3.249 -0.298
O -0.195 2.533 0.701
H -0.555 4.626 -2.404
H 0.476 3.858 -0.734
H -3.547 3.660 -0.654
H -2.346 4.712 -2.427
O -1.151 0.443 -1.458
C -1.182 -0.263 -2.597
C 0.610 1.313 -3.602
C 0.023 0.048 -3.521
H 0.313 2.087 -2.886
C 1.531 1.583 -4.610
H -1.124 -1.340 -2.341
C 0.454 -0.980 -4.359
H 1.923 2.598 -4.713
C 1.915 0.564 -5.492
C 1.386 -0.730 -5.362
H -0.005 -1.962 -4.206
H 2.620 0.797 -6.287
H 1.682 -1.536 -6.042
Si -4.701 -1.233 3.248
Cl -4.937 -1.162 1.166
C -4.510 0.367 4.250
C -3.331 -2.460 3.569
C -6.399 -1.854 3.888
H -3.798 1.074 3.780
H -4.103 0.122 5.245
H -5.473 0.886 4.378
H -7.177 -1.078 3.861
H -6.314 -2.182 4.933
H -6.784 -2.704 3.313
H -2.386 -2.155 3.100
H -3.611 -3.444 3.167
H -3.136 -2.559 4.650
C 2.558 -1.925 5.675
N 2.997 -1.503 4.357
C 4.294 -1.533 3.898
C 4.279 -1.009 2.638
N 2.969 -0.655 2.366
C 2.153 -0.960 3.416
S 0.512 -0.727 3.643
H 2.272 -1.063 6.287
H 1.680 -2.569 5.578
H 3.388 -2.453 6.149
H 5.114 -1.911 4.486
H 5.064 -0.851 1.921
H 2.633 -0.193 1.497
*
```

Gap between HOMO and LUMO in eV: 6.85


Record 2
Formula: C24H42I2N5O5P
Source: OMol25
Level of theory: ωB97M-V/def2-TZVPD

The geometry in ORCA input format:
```
! RIJCOSX wB97M-V def2-TZVPD def2/J DEFGRID3
* xyz 0 1
C -6.504 1.248 -0.666
C -5.461 0.347 -0.023
I -6.090 -0.314 1.934
C -5.004 -0.815 -0.897
I -6.635 -1.953 -1.694
O -4.135 -1.670 -0.142
C -2.810 -1.375 -0.381
O -2.263 -1.815 -1.293
O -2.233 -0.651 0.585
P -1.605 0.902 0.159
O -2.217 1.341 -1.312
O -2.342 1.842 1.305
H -6.717 2.050 0.025
H -6.068 1.691 -1.556
H -7.403 0.707 -0.906
H -4.584 0.951 0.160
H -4.425 -0.479 -1.750
H -3.171 1.530 -1.305
H -2.960 1.267 1.787
C 2.433 -1.232 2.074
C 2.489 -1.051 0.564
C 2.910 0.361 0.142
C 1.956 1.359 0.640
N 1.197 2.111 1.016
H 1.691 -0.575 2.533
H 2.168 -2.251 2.326
H 3.405 -1.016 2.527
H 1.511 -1.284 0.138
H 3.200 -1.768 0.148
H 2.952 0.435 -0.946
H 3.900 0.598 0.535
C -8.254 -2.069 -7.241
C -6.739 -2.008 -7.405
C -5.997 -1.929 -6.066
C -6.386 -0.723 -5.327
N -6.688 0.214 -4.770
H -8.640 -1.168 -6.761
H -8.739 -2.154 -8.213
H -8.549 -2.931 -6.639
H -6.479 -1.143 -8.018
H -6.400 -2.895 -7.942
H -4.920 -1.902 -6.229
H -6.222 -2.802 -5.451
C 6.196 0.197 -3.181
C 6.615 0.924 -1.909
C 7.483 0.062 -0.986
C 6.753 -1.140 -0.561
N 6.190 -2.070 -0.241
H 5.581 -0.677 -2.959
H 5.607 0.856 -3.820
H 7.067 -0.134 -3.750
H 5.722 1.251 -1.371
H 7.174 1.823 -2.175
H 7.770 0.625 -0.098
H 8.396 -0.248 -1.497
C -0.764 4.440 2.679
C -0.564 5.919 2.993
C 0.679 6.183 3.849
C 0.578 5.496 5.144
N 0.500 4.963 6.141
H -0.925 3.854 3.586
H -1.638 4.301 2.044
H 0.098 4.029 2.157
H -1.449 6.304 3.505
H -0.470 6.474 2.057
H 0.792 7.252 4.035
H 1.576 5.832 3.338
C 4.640 -3.644 5.997
C 5.517 -4.127 4.847
C 5.100 -3.544 3.492
C 3.725 -3.933 3.162
N 2.672 -4.255 2.915
H 3.603 -3.956 5.867
H 4.990 -4.058 6.943
H 4.662 -2.555 6.076
H 5.481 -5.217 4.801
H 6.554 -3.849 5.043
H 5.759 -3.902 2.701
H 5.159 -2.455 3.510
*
```

Gap between HOMO and LUMO in eV: 9.53
SMILES string: C[C@@H](I)[C@H](I)OC(=O)OP(O)O.CCCC#N.CCCC#N.CCCC#N.CCCC#N.CCCC#N


Record 3
Formula: C24H42N2O10
Source: OMol25
Level of theory: ωB97M-V/def2-TZVPD

The geometry in ORCA input format:
```
! RIJCOSX wB97M-V def2-TZVPD def2/J DEFGRID3
* xyz 0 1
C -5.567 1.081 -0.027
C -4.395 1.805 -0.663
H -4.717 2.728 -1.157
H -3.885 1.178 -1.401
O -3.457 2.135 0.366
C -2.433 2.913 0.013
O -2.276 3.350 -1.098
C -1.517 3.154 1.193
C -0.270 3.960 0.798
C 0.909 3.430 1.590
O 0.963 3.615 2.796
N 1.866 2.714 0.945
C 1.952 2.532 -0.486
H 1.732 3.470 -1.004
H 2.981 2.262 -0.732
C 1.020 1.454 -1.054
O 1.064 1.590 -2.463
C 0.301 0.630 -3.147
C -1.219 0.831 -2.997
H -1.724 0.516 -3.920
O -1.785 0.156 -1.893
C -2.016 -1.221 -2.101
C -2.418 -1.864 -0.773
N -1.317 -1.859 0.173
C -0.422 -2.870 0.070
O -0.552 -3.740 -0.776
C 0.723 -2.924 1.074
H 1.034 -1.931 1.390
C 1.907 -3.651 0.442
C 2.497 -2.816 -0.672
O 2.407 -1.615 -0.756
O 3.149 -3.568 -1.550
C 3.747 -2.905 -2.667
C 4.008 -3.932 -3.753
H 4.673 -4.707 -3.383
H 4.465 -3.448 -4.611
H 3.074 -4.395 -4.060
H 3.071 -2.116 -3.015
H 4.680 -2.434 -2.335
H 1.595 -4.607 0.023
H 2.691 -3.829 1.181
H 0.375 -3.482 1.946
C -1.200 -0.700 1.028
H -1.726 0.121 0.540
C -1.794 -0.932 2.433
H -1.590 -1.966 2.746
H -2.878 -0.786 2.415
O -1.319 -0.023 3.397
C -0.096 -0.335 4.030
H -0.248 -0.141 5.098
C 1.092 0.522 3.580
O 1.501 0.131 2.281
C 2.769 0.581 1.872
C 2.905 2.109 1.753
H 2.840 2.565 2.744
H 3.886 2.332 1.324
H 2.926 0.104 0.901
H 3.541 0.227 2.575
H 0.805 1.580 3.602
H 1.918 0.362 4.288
H 0.147 -1.395 3.894
H -0.156 -0.406 1.140
H -3.259 -1.327 -0.336
H -2.698 -2.903 -0.967
H -1.116 -1.724 -2.474
H -2.820 -1.358 -2.842
H -1.420 1.893 -2.825
H 0.578 0.743 -4.198
H 0.580 -0.379 -2.808
H -0.002 1.598 -0.689
H 1.356 0.449 -0.769
H -0.406 5.007 1.072
H -0.135 3.902 -0.278
H -2.089 3.666 1.968
H -1.245 2.182 1.612
H -6.054 1.722 0.703
H -6.285 0.805 -0.794
H -5.225 0.182 0.479
*
```

Gap between HOMO and LUMO in eV: 9.69
SMILES string: CCOC(=O)CCC(=O)N1CCOCCOCCN(C(=O)CCC(=O)OCC)CCOCCOCC1


Record 4
Formula: C24H42N4O2Si2V
Source: OMol25
Level of theory: ωB97M-V/def2-TZVPD

The geometry in ORCA input format:
```
! RIJCOSX wB97M-V def2-TZVPD def2/J DEFGRID3
* xyz 1 3
V 0.125 -0.061 -0.713
N 1.770 1.031 -1.817
C 1.494 2.349 -2.444
C 0.129 2.847 -2.010
N -0.831 1.748 -2.096
C -1.239 1.363 -3.450
C -0.406 0.218 -4.002
N -0.315 -0.850 -3.000
H 2.475 1.145 -1.098
H 2.163 0.386 -2.494
H 1.538 2.242 -3.526
H 2.255 3.079 -2.172
H -0.158 3.713 -2.616
H 0.164 3.157 -0.968
H -1.649 1.978 -1.546
H -1.191 2.213 -4.137
H -2.281 1.040 -3.406
H 0.604 0.546 -4.246
H -0.860 -0.121 -4.935
H 0.271 -1.608 -3.334
H -1.232 -1.256 -2.836
C -1.829 1.460 1.979
Si -0.388 0.373 2.455
C 0.006 0.808 4.224
C -0.966 -1.411 2.434
C 1.033 0.610 1.227
C 1.896 -0.604 1.042
C 2.875 -1.148 1.885
C 3.541 -2.290 1.501
C 3.244 -2.911 0.284
C 2.274 -2.356 -0.505
N 1.641 -1.225 -0.137
Si 2.101 2.097 1.641
C 2.921 2.084 3.321
C 1.195 3.720 1.565
C 3.596 2.186 0.489
H -2.683 1.238 2.627
H -2.141 1.274 0.951
H -1.609 2.524 2.089
H -0.808 0.435 4.855
H 0.074 1.888 4.382
H 0.934 0.353 4.577
H -1.322 -1.688 3.429
H -0.180 -2.120 2.151
H -1.796 -1.537 1.732
H 3.078 -0.679 2.836
H 4.292 -2.719 2.153
H 3.745 -3.817 -0.024
H 1.968 -2.802 -1.440
H 2.232 2.176 4.156
H 3.586 2.953 3.344
H 3.546 1.205 3.496
H 0.232 3.678 2.077
H 1.025 4.090 0.553
H 1.801 4.471 2.081
H 3.982 1.202 0.195
H 4.407 2.671 1.039
H 3.439 2.789 -0.410
C -1.623 -4.687 -0.013
C -1.534 -3.341 -0.676
O -0.468 -2.925 -1.094
C -2.777 -2.524 -0.842
C -4.004 -3.155 -1.056
C -5.158 -2.432 -1.309
C -5.095 -1.043 -1.307
C -3.890 -0.401 -1.062
C -2.733 -1.134 -0.846
O -1.596 -0.453 -0.578
H -0.631 -4.977 0.323
H -1.969 -5.431 -0.737
H -2.323 -4.679 0.821
H -4.044 -4.237 -1.045
H -6.092 -2.941 -1.502
H -5.987 -0.457 -1.480
H -3.842 0.680 -1.001
*
```

Gap between HOMO and LUMO (spin up / spin down) in eV: 7.94 / 8.54


Record 5
Formula: C24H42N6
Source: OMol25
Level of theory: ωB97M-V/def2-TZVPD

The geometry in ORCA input format:
```
! RIJCOSX wB97M-V def2-TZVPD def2/J DEFGRID3
* xyz 1 2
C 1.919 -4.353 -2.435
C 3.158 -5.053 -1.862
C 3.973 -4.261 -0.823
C 4.442 -2.889 -1.202
N 4.781 -1.800 -1.452
H 1.038 -4.245 -1.803
H 1.526 -4.974 -3.240
H 2.150 -3.407 -2.925
H 3.847 -5.327 -2.661
H 2.856 -5.997 -1.408
H 4.871 -4.796 -0.515
H 3.333 -4.138 0.051
C 1.028 -1.012 -0.923
C 1.637 0.300 -1.474
C 0.677 1.268 -2.185
C -0.517 1.567 -1.432
N -1.467 1.741 -0.794
H 0.577 -1.642 -1.689
H 0.289 -0.875 -0.133
H 1.784 -1.683 -0.513
H 2.464 0.065 -2.144
H 2.091 0.860 -0.658
H 0.385 0.796 -3.123
H 1.194 2.192 -2.441
C 0.073 -5.261 1.042
C -0.196 -4.718 2.421
C 0.521 -3.412 2.787
C 1.977 -3.637 2.772
N 3.106 -3.854 2.750
H -0.302 -4.604 0.257
H -0.440 -6.200 0.835
H 1.141 -5.363 0.846
H 0.047 -5.470 3.172
H -1.263 -4.544 2.559
H 0.245 -3.019 3.765
H 0.315 -2.584 2.109
C -3.289 5.461 -0.118
C -2.213 5.776 0.988
C -1.048 4.721 1.064
C -0.121 4.770 -0.104
N 0.558 4.782 -1.037
H -3.619 4.429 0.000
H -2.991 5.640 -1.151
H -4.173 6.085 0.014
H -2.769 5.784 1.926
H -1.771 6.768 0.895
H -1.470 3.719 1.145
H -0.480 4.907 1.976
C 0.864 2.085 2.262
C 1.926 2.496 3.235
C 1.752 3.972 3.600
C 0.621 4.192 4.492
N -0.297 4.331 5.177
H 0.741 1.001 2.260
H 1.139 2.426 1.264
H -0.104 2.576 2.367
H 2.882 2.286 2.756
H 1.856 1.867 4.123
H 1.679 4.598 2.710
H 2.668 4.236 4.128
C -4.740 0.876 -1.769
C -4.461 -0.391 -2.714
C -2.953 -0.617 -2.896
C -2.323 0.460 -3.689
N -1.859 1.264 -4.385
H -4.271 0.807 -0.787
H -5.814 1.054 -1.707
H -4.221 1.761 -2.138
H -4.878 -0.281 -3.715
H -4.859 -1.319 -2.305
H -2.735 -1.508 -3.485
H -2.484 -0.687 -1.914
*
```

Gap between HOMO and LUMO (spin up / spin down) in eV: 10.89 / 2.88


Record 6
Formula: C24H42NO13P
Source: OMol25
Level of theory: ωB97M-V/def2-TZVPD

The geometry in ORCA input format:
```
! RIJCOSX wB97M-V def2-TZVPD def2/J DEFGRID3
* xyz 0 1
C -2.273 -0.971 -0.908
O -2.287 0.278 -1.542
C -1.721 0.216 -2.843
C -0.191 0.197 -2.863
C 0.456 1.543 -3.245
C 1.077 2.264 -2.035
P 2.789 1.628 -1.788
C 3.236 2.264 -0.114
C 4.460 1.621 0.536
C 5.191 0.466 -0.097
N 4.924 2.066 1.634
H -2.796 -1.725 -1.503
H -2.761 -0.871 0.059
H -1.252 -1.324 -0.725
H -2.100 1.083 -3.379
H -2.107 -0.677 -3.345
H 0.189 -0.112 -1.889
H 0.118 -0.573 -3.568
H -0.266 2.190 -3.739
H 1.261 1.340 -3.955
H 1.160 3.336 -2.202
H 0.467 2.087 -1.148
H 2.463 0.297 -1.445
H 2.415 2.176 0.601
H 3.456 3.327 -0.211
H 6.041 0.851 -0.657
H 5.576 -0.158 0.707
H 4.568 -0.147 -0.738
H 4.377 2.863 1.956
C -5.222 -3.303 -5.541
C -3.799 -3.794 -5.583
C -3.349 -4.623 -4.399
O -1.940 -4.354 -4.362
C -1.736 -3.137 -4.917
O -0.715 -2.535 -4.869
O -2.868 -2.695 -5.513
H -5.395 -2.572 -6.329
H -5.911 -4.135 -5.682
H -5.439 -2.823 -4.586
H -3.603 -4.327 -6.518
H -3.522 -5.689 -4.514
H -3.792 -4.276 -3.462
C -0.465 -3.213 3.993
C -1.118 -3.981 2.877
C -1.001 -3.375 1.498
O -2.196 -3.853 0.854
C -3.122 -4.069 1.817
O -4.270 -4.292 1.612
O -2.556 -3.991 3.042
H -0.767 -3.613 4.959
H 0.621 -3.272 3.925
H -0.757 -2.165 3.964
H -0.785 -5.023 2.867
H -0.122 -3.699 0.947
H -1.036 -2.283 1.523
C -5.115 -0.347 4.619
C -4.185 -1.280 5.349
C -4.327 -1.314 6.855
O -3.002 -1.674 7.276
C -2.139 -1.260 6.321
O -0.956 -1.285 6.412
O -2.813 -0.851 5.221
H -4.816 -0.252 3.576
H -6.134 -0.733 4.651
H -5.099 0.648 5.064
H -4.249 -2.290 4.933
H -5.043 -2.048 7.215
H -4.566 -0.331 7.268
C 6.853 6.786 1.210
C 6.445 5.998 -0.006
C 6.687 6.666 -1.342
O 5.663 6.084 -2.161
C 4.643 5.717 -1.351
O 3.581 5.344 -1.722
O 5.015 5.817 -0.052
H 6.475 6.313 2.115
H 7.940 6.839 1.276
H 6.452 7.800 1.170
H 6.898 5.002 0.011
H 7.665 6.461 -1.768
H 6.522 7.745 -1.296
*
```

Gap between HOMO and LUMO in eV: 9.01
SMILES string: [H]/N=C(/C)CPCCCCOC.C[C@@H]1COC(=O)O1.C[C@@H]1COC(=O)O1.C[C@@H]1COC(=O)O1.C[C@@H]1COC(=O)O1


> Which formula does entry 4 have?

C24H42N4O2Si2V